38
Properties=species:S:1:pos:R:3:forces:R:3 method="wB97M-V/def2-TZVPD" relative_energy_ev=0.0000 e_tot_ev=-31219.3277 charge=0 homo_ev=-8.45 orbital_gap_ev=7.60
Rh -0.0364 0.0328 -0.0604 0.403 -0.690 -0.124
C -3.4975 -0.2271 2.4795 -0.017 -0.013 0.038
C -2.0619 0.0279 2.1103 0.198 0.006 0.290
O -1.7778 -0.2361 0.9221 -0.443 0.124 -0.312
C -1.1352 0.5505 3.0792 -0.001 0.043 0.022
C -1.6017 0.8715 4.3816 -0.120 0.099 -0.177
C -0.8121 1.4989 5.2956 -0.039 0.075 0.233
C 0.5188 1.8187 4.9581 -0.091 -0.111 -0.013
C 1.0320 1.4620 3.7466 0.128 -0.062 0.077
C 0.2371 0.8033 2.7720 -0.252 -0.298 -0.206
O 0.8185 0.4629 1.6697 0.504 0.305 0.201
H -4.0177 -0.6086 1.6060 0.004 -0.004 -0.010
H -3.9746 0.6970 2.8072 -0.006 -0.018 0.007
H -3.5693 -0.9492 3.2935 0.006 0.016 0.007
H -2.6243 0.6374 4.6465 0.024 0.026 -0.010
H -1.2104 1.7544 6.2681 0.049 -0.002 0.001
H 1.1462 2.3378 5.6719 -0.003 -0.026 0.014
H 2.0682 1.6484 3.4978 -0.035 0.039 -0.076
B 2.6815 -1.9599 -1.2000 0.061 -0.076 -0.131
N 2.6168 -0.4146 -1.3785 0.244 -0.101 -0.144
C 3.5727 0.2589 -2.0302 -0.026 0.103 0.067
C 3.2431 1.6028 -2.0493 0.003 -0.059 0.014
C 2.0331 1.6653 -1.3683 0.058 0.098 -0.055
N 1.6818 0.4397 -0.9801 -0.280 0.146 -0.037
N 1.4686 -2.5186 -0.3788 -0.045 0.242 0.115
C 1.3707 -3.8060 -0.0379 -0.051 -0.056 0.009
C 0.1542 -4.0277 0.5828 -0.021 0.005 0.017
C -0.4619 -2.7863 0.5943 -0.005 -0.135 0.012
N 0.3455 -1.8970 0.0108 -0.102 0.424 0.120
H 3.6960 -2.2268 -0.6023 -0.066 -0.041 0.022
H 2.6584 -2.4581 -2.2994 -0.027 -0.028 0.053
H 4.4261 -0.2639 -2.4279 -0.030 -0.010 0.005
H 3.7979 2.4071 -2.4981 -0.025 0.014 0.035
H 1.4111 2.5169 -1.1437 -0.034 -0.032 -0.015
H 2.1700 -4.4894 -0.2704 0.018 0.065 -0.035
H -0.2326 -4.9533 0.9707 0.018 0.013 -0.019
H -1.4216 -2.4894 0.9741 0.023 -0.014 -0.044
F -0.9074 -0.0720 -1.7732 -0.021 -0.070 0.051



36
Properties=species:S:1:pos:R:3:forces:R:3 method="wB97M-V/def2-TZVPD" relative_energy_ev=0.3420 e_tot_ev=-240798.0721 charge=0 homo_ev="-7.55 / -8.06" orbital_gap_ev="6.73 / 5.27" multiplicity=6 s_squared=8.785
Ir -1.8993 1.4830 0.2285 -0.622 -0.865 0.545
Se -3.7621 2.4615 -0.8833 0.010 -0.136 0.270
Te -5.5843 0.2718 0.7100 0.271 0.226 0.232
Te -4.7815 0.8262 3.1901 0.110 -0.026 -0.576
Se -2.4885 1.6606 2.8743 0.092 0.032 -0.681
C 0.7758 2.9069 1.8437 -0.340 -0.538 -0.595
Si 0.4309 1.9710 0.1911 1.142 0.405 0.042
C 1.0138 3.1583 -1.2173 -0.474 -0.648 0.529
C 1.4461 0.3447 0.1201 -0.441 0.717 0.047
C 1.5582 -0.3797 -1.0647 0.043 0.142 0.014
C 2.2470 -1.5779 -1.1081 0.010 -0.032 -0.113
C 2.8536 -2.0671 0.0378 0.045 -0.050 0.052
C 2.7474 -1.3623 1.2254 0.097 -0.187 0.065
C 2.0350 -0.1782 1.2654 -0.070 0.222 0.041
H 1.8274 3.1597 1.9299 0.274 0.003 -0.068
H 0.4946 2.3141 2.7090 -0.001 -0.153 0.153
H 0.2077 3.8303 1.8975 -0.137 0.179 -0.103
H 2.0660 3.3935 -1.0771 0.178 -0.066 0.120
H 0.4633 4.0941 -1.2138 -0.174 0.111 0.086
H 0.9007 2.7158 -2.2007 -0.031 -0.138 -0.200
H 1.0937 -0.0005 -1.9617 -0.058 0.013 -0.197
H 2.3127 -2.1315 -2.0353 0.008 -0.021 -0.038
H 3.4093 -2.9930 0.0012 0.016 -0.077 0.016
H 3.2202 -1.7321 2.1242 0.023 -0.070 0.051
H 1.9369 0.3545 2.1993 0.058 0.051 0.179
Br -0.6126 -4.7977 -1.7707 -0.067 0.135 0.039
C -1.0905 -3.0451 -1.2067 0.038 -0.146 -0.058
C -1.3831 -2.0814 -2.1541 0.013 -0.095 -0.053
C -1.6703 -0.7914 -1.7415 -0.086 0.229 0.149
C -1.6498 -0.4506 -0.3860 0.037 0.558 0.005
C -1.4004 -1.4590 0.5494 -0.034 0.215 0.109
C -1.1225 -2.7534 0.1455 0.028 -0.057 -0.122
H -1.3800 -2.3325 -3.2042 0.004 -0.016 -0.067
H -1.9009 -0.0450 -2.4933 0.009 0.021 0.033
H -1.3948 -1.2366 1.6098 -0.013 0.065 -0.005
H -0.9200 -3.5310 0.8660 0.042 -0.003 0.098



57
Properties=species:S:1:pos:R:3:forces:R:3 method="wB97M-V/def2-TZVPD" relative_energy_ev=3.1373 e_tot_ev=-108316.0402 charge=-1 homo_ev="-1.88 / -2.10" orbital_gap_ev="3.79 / 4.01" multiplicity=4 s_squared=3.776
V -1.0627 -0.1910 0.0429 -4.129 0.350 -0.307
C -3.6287 0.7846 0.3532 -4.373 -6.788 -0.063
O -4.8667 0.6677 0.3152 -2.060 4.078 0.017
O -2.8319 0.9076 -0.5502 5.763 6.838 -9.321
O -3.0814 -0.1441 0.9721 4.027 -4.792 9.057
Cl -3.1441 -3.3838 -0.8823 -2.364 -0.801 1.300
O -2.9600 -4.6089 -0.1326 1.042 -0.455 -0.495
O -4.2653 -2.7456 -0.3266 -1.123 1.162 0.709
O -1.9924 -2.5498 -0.7683 1.959 0.842 -0.175
O -3.4556 -3.6484 -2.2532 0.899 -0.573 -1.403
C -0.9398 -2.6742 4.1323 0.179 0.570 -0.394
N -0.2994 -2.5186 2.7757 0.051 0.688 -3.288
O 0.4847 -3.3765 2.4106 -0.055 -0.341 1.151
O -0.5807 -1.5861 1.9907 -0.267 -1.248 2.895
H -0.1082 -2.7996 4.8257 -0.109 0.187 -0.025
H -1.5449 -3.5803 4.1622 0.068 0.138 -0.443
H -1.5427 -1.7836 4.3096 0.106 -0.146 -0.006
C 2.1094 4.2427 -1.0282 -0.331 0.408 -0.773
C 2.1411 3.5234 -2.3672 -0.988 -0.005 2.864
O 1.2188 2.4752 -2.0699 0.245 -0.023 -0.874
C 1.0882 2.3169 -0.7052 -3.595 -2.515 0.001
O 0.2557 1.5562 -0.2003 3.294 2.605 -1.272
O 1.8592 3.1806 -0.0866 0.742 1.281 0.573
F 3.3923 3.0422 -2.4835 0.779 -0.719 -1.092
H 1.2408 4.8992 -1.0782 0.000 0.209 0.531
H 3.0319 4.8073 -0.8926 -0.118 -0.356 0.646
H 1.8585 4.1951 -3.1778 -0.106 -0.760 -0.379
C 4.2471 -1.4236 -1.6554 -0.582 0.683 -0.393
C 4.4885 -2.0511 -0.3442 -0.336 -0.402 0.290
O 3.2136 -2.1939 0.2372 0.831 -0.291 -0.386
C 2.4118 -1.2754 -0.3542 -3.107 1.451 1.647
O 1.3291 -0.9487 0.1190 3.147 -1.029 -1.638
O 3.0251 -0.7231 -1.4232 -0.833 -0.280 0.067
F 5.1760 -1.1024 0.3588 0.610 -0.255 1.029
H 4.1080 -2.1696 -2.4378 0.249 0.382 -0.314
H 5.0020 -0.6429 -1.7490 0.117 -0.436 -0.910
H 5.0217 -2.9989 -0.4183 -0.013 0.074 0.650
C -0.1803 2.9818 5.1755 0.836 0.216 1.237
C -1.6245 2.5503 5.4552 1.857 -0.274 -1.261
O -1.7385 1.5355 4.4912 -2.332 -0.862 1.414
C -0.9314 1.6749 3.4628 1.644 -0.928 -3.328
O -0.9956 1.0628 2.4081 0.675 2.466 3.659
O 0.0733 2.5835 3.8465 -0.849 -0.298 -0.736
F -2.3973 3.5901 5.0904 -1.034 0.547 0.083
H 0.5868 2.5517 5.8195 -0.231 -0.689 0.178
H -0.0319 4.0428 5.3765 -0.386 0.241 -0.746
H -1.9124 2.1953 6.4448 0.097 -0.090 -0.220
C -1.4979 -0.4115 -5.4674 -0.070 -0.809 0.871
C -1.1863 -1.8739 -5.1531 0.487 -0.482 -0.102
O -0.9577 -1.9064 -3.7807 -0.996 0.081 0.961
C -0.7792 -0.6622 -3.2991 1.722 0.609 3.128
O -0.3883 -0.3812 -2.1373 -1.503 -1.000 -4.760
O -0.9163 0.2142 -4.3122 -0.240 0.982 0.199
F 0.0199 -2.2798 -5.6561 0.820 0.170 -1.112
H -2.5791 -0.2740 -5.4779 -0.020 0.169 0.209
H -1.0893 -0.0290 -6.4028 0.345 -0.099 0.317
H -1.8734 -2.6436 -5.5047 -0.441 0.318 0.535



39
Properties=species:S:1:pos:R:3:forces:R:3 method="wB97M-V/def2-TZVPD" relative_energy_ev=0.0610 e_tot_ev=-67049.8911 charge=+1 homo_ev="-10.48 / -10.47" orbital_gap_ev="6.91 / 6.67" multiplicity=5 s_squared=6.021
Cr -0.0017 0.8474 0.5138 0.000 -0.085 -0.231
O 0.5388 -4.4031 -0.8286 0.045 0.018 -0.067
C 0.9176 -3.7306 -1.9250 0.028 -0.161 0.056
C 1.3104 -4.5021 -3.0227 -0.012 0.079 -0.011
C 1.7175 -3.8963 -4.1881 0.009 -0.021 -0.056
C 1.7498 -2.5033 -4.3021 -0.015 -0.038 0.039
C 1.3708 -1.7411 -3.2248 -0.021 0.036 0.009
C 0.9495 -2.3269 -2.0193 0.000 0.076 -0.036
C 0.5682 -1.4488 -0.9127 0.124 -0.178 -0.184
O 0.6693 -0.1709 -1.0585 -0.099 0.128 0.199
N 0.1427 -2.0180 0.2181 -0.083 0.263 0.255
N -0.1389 -1.0469 1.1269 0.102 -0.150 -0.087
C -0.5115 -1.2833 2.3272 -0.014 0.236 0.172
C -0.7193 -0.0844 3.1676 0.043 -0.381 -0.206
C -1.1240 -0.1766 4.4865 -0.024 0.104 0.072
C -1.3013 0.9903 5.2159 -0.015 -0.111 0.023
C -1.0796 2.2109 4.6037 0.031 0.059 -0.093
C -0.6796 2.2226 3.2775 -0.027 0.012 0.074
N -0.4896 1.1099 2.5704 -0.044 -0.094 -0.004
H 0.3114 -3.7540 -0.1342 -0.077 0.038 0.067
H 1.2832 -5.5782 -2.9238 -0.007 -0.006 0.012
H 2.0150 -4.5116 -5.0277 0.002 0.006 0.003
H 2.0663 -2.0370 -5.2241 0.006 0.011 0.002
H 1.3833 -0.6622 -3.2853 0.003 0.005 0.002
H -0.6512 -2.2894 2.7092 0.012 0.025 0.019
H -1.2980 -1.1469 4.9301 0.001 -0.005 -0.006
H -1.6144 0.9400 6.2500 -0.001 0.020 0.000
H -1.2144 3.1428 5.1326 0.001 -0.001 0.008
H -0.5103 3.1567 2.7566 0.001 0.003 0.001
N 0.8977 2.6609 -0.4037 -0.071 0.013 -0.047
N 0.0115 3.6097 -0.9454 -0.029 -0.143 0.087
C -1.3157 3.3256 -1.0939 0.044 0.135 -0.070
N -1.9984 4.2494 -1.7767 -0.028 -0.038 0.026
S -2.0802 1.9675 -0.4799 0.071 0.123 0.017
H 1.5596 3.1485 0.1898 0.037 0.026 0.032
H 1.4113 2.1969 -1.1529 0.035 -0.031 -0.023
H 0.4316 4.3065 -1.5412 -0.029 0.045 -0.053
H -1.5892 5.1070 -2.1084 0.020 -0.002 0.003
H -2.9880 4.1187 -1.8970 -0.018 -0.013 -0.005



36
Properties=species:S:1:pos:R:3:forces:R:3 method="wB97M-V/def2-TZVPD" e_tot_ev=-59710.1597 charge=+2 homo_ev=-17.11 orbital_gap_ev=7.00
C -4.4256 0.4123 -0.2964 -0.304 -0.340 0.119
C -3.5866 -0.7801 -0.7970 -0.090 0.938 -0.346
C -2.2790 -0.2406 -1.3962 0.088 -1.099 0.123
C -1.2193 -1.3901 -1.6040 0.294 0.932 1.016
C -0.0105 -1.0423 -0.7479 -1.927 -0.251 -1.939
C 0.3336 -1.8045 0.3361 1.036 1.252 0.814
F -0.3585 -2.8687 0.6632 -0.143 -0.440 0.078
C 1.4495 -1.4118 1.1403 -1.207 -2.453 1.058
S 1.8138 -2.4102 2.5634 0.015 0.319 0.406
C 2.1903 -0.2919 0.8615 0.748 0.887 0.216
C 3.3505 0.1677 1.7430 -1.005 0.045 0.295
C 2.9047 1.4510 2.4877 -0.068 -0.401 -0.102
F 4.4232 0.3652 0.9427 0.277 0.014 0.101
C 1.8015 0.4468 -0.2513 0.260 1.362 -0.788
C 0.7389 0.0974 -1.0513 0.038 -0.102 0.268
C 0.5672 1.1214 -2.1931 0.206 -0.798 0.065
O -0.2019 1.0671 -3.1088 0.579 0.189 0.917
N 1.5309 2.1259 -1.9133 -1.540 -0.519 0.163
C 2.3682 1.7612 -0.8264 0.537 0.878 0.004
O 3.3107 2.4156 -0.4848 -0.915 -0.726 0.242
H -5.0445 0.8318 -1.0903 0.144 0.020 -0.022
H -5.1127 0.1150 0.4983 0.045 0.018 -0.054
H -3.7978 1.2287 0.0821 -0.021 -0.097 0.036
H -3.4056 -1.5126 -0.0020 0.127 0.121 0.011
H -4.1377 -1.2979 -1.5850 0.036 -0.139 0.135
H -1.8598 0.4929 -0.6834 -0.043 0.107 -0.121
H -2.4426 0.2837 -2.3351 -0.097 0.060 0.109
H -1.6316 -2.3208 -1.2213 0.002 -0.137 -0.532
H -0.8676 -1.4418 -2.6340 -0.269 -0.219 -0.038
H 1.0671 -3.5117 2.3132 -0.010 0.413 -0.236
H 3.5562 -0.6302 2.4612 0.370 0.118 -0.077
H 1.8009 1.5806 2.3409 -0.001 0.189 0.105
H 3.0785 1.4051 3.5608 0.168 0.068 -0.080
H 3.3651 2.3317 2.0392 -0.025 -0.036 0.076
H 0.9608 2.9590 -1.7644 1.060 0.806 -0.560
Ti -0.2302 0.2950 1.9525 1.634 -0.978 -1.463



35
Properties=species:S:1:pos:R:3:forces:R:3 method="wB97M-V/def2-TZVPD" relative_energy_ev=0.7507 e_tot_ev=-84581.7105 charge=+3 homo_ev=-17.98 orbital_gap_ev=4.49
Ga -0.4558 0.9259 -0.3362 0.671 -0.816 -0.203
O 2.3154 2.2060 -1.3731 -5.060 -2.735 1.897
C 1.3313 1.7081 -1.0197 5.195 3.301 -2.283
C -2.1455 1.4824 0.6261 -6.135 2.244 3.011
O -3.1218 1.6984 1.2096 4.979 -1.195 -2.853
C -1.5198 0.6118 -2.3427 -2.478 0.522 -3.503
O -2.1641 0.6035 -3.2903 2.680 -0.162 3.795
C 0.4321 2.3574 1.7648 0.715 2.430 2.322
O 0.6977 3.1157 2.5747 -0.780 -2.484 -2.505
C -1.1225 5.7299 -1.5552 0.071 -0.416 0.102
H -0.2506 6.1321 -1.0308 -0.302 0.013 -0.290
H -1.0225 5.4891 -2.6181 0.010 0.263 0.326
C -2.2846 5.5431 -0.9170 0.215 -0.592 0.128
H -3.1508 5.1238 -1.4387 0.182 0.365 0.192
H -2.3832 5.7731 0.1480 -0.110 0.091 -0.403
C -1.8791 -2.0824 0.1663 -0.327 0.690 -0.412
P -0.4024 -1.1494 0.6436 1.273 -3.359 0.618
C -0.4179 -1.0397 2.4412 -0.105 0.706 0.223
C 1.0171 -2.2130 0.2088 0.326 0.791 -0.354
C 1.8698 -1.7993 -0.8248 0.077 -0.211 0.181
C 2.9580 -2.5895 -1.2005 -0.081 0.289 -0.102
C 3.2196 -3.7808 -0.5228 -0.280 0.173 0.022
C 2.3866 -4.1838 0.5265 -0.175 0.158 -0.067
C 1.2861 -3.4087 0.8988 -0.300 0.130 0.111
H -2.7758 -1.4693 0.3330 -0.071 -0.426 -0.021
H -1.9216 -2.9987 0.7732 0.050 0.295 -0.060
H -1.7961 -2.3660 -0.8910 -0.108 0.024 0.214
H -0.7904 -1.9910 2.8467 0.074 0.204 -0.164
H 0.5971 -0.8523 2.8147 -0.246 -0.015 -0.072
H -1.0921 -0.2376 2.7617 0.038 -0.181 0.288
H 1.6849 -0.8341 -1.3097 0.134 -0.289 -0.193
H 3.6025 -2.2695 -2.0194 -0.138 -0.097 0.246
H 4.0721 -4.3912 -0.8177 -0.216 0.124 0.110
H 2.5889 -5.1149 1.0513 -0.061 0.204 -0.056
H 0.6375 -3.7293 1.7188 0.284 -0.038 -0.248